Record 1
Here is the ion C6H11O2 with charge -1 in a non-equilibrium geometry from OMol25. Energies are from wB97M-V/def2-TZVPD.

Structure (XYZ):
```
19
C6H11O2 (wB97M-V/def2-TZVPD)
O -2.8117 -1.6817 -1.3746
C -1.9462 -0.9194 -1.9046
O -1.8876 -0.2232 -2.9093
C -0.6705 -1.0846 -1.1734
C -0.8096 0.1292 -0.1766
C 0.6103 0.5639 0.3164
C 1.7615 -0.3594 0.5261
C 0.4169 1.3603 1.6827
H -0.7434 -1.9917 -0.4560
H 0.2707 -0.9435 -1.7035
H -1.2163 0.9132 -0.6971
H -1.4762 -0.2057 0.6543
H 0.9684 1.1510 -0.5596
H 2.6864 -0.0262 -0.0422
H 1.5569 -1.3602 0.4307
H 2.3415 -0.2967 1.4555
H 0.7809 0.8374 2.4438
H 0.8145 2.3081 1.6909
H -0.6465 1.8293 1.7966
```

Values from the calculation:
**SMILES string**: CC(C)CCC(=O)[O-]
**HOMO**: -3.610 eV
**Total charge**: -1
**Gap between HOMO and LUMO**: 7.14 eV
**Lowest unoccupied orbital energy**: 3.52 eV


Record 2
Here is an isolated molecule of C6H11O2P in a non-equilibrium geometry from OMol25. Energies are from wB97M-V/def2-TZVPD.

Structure (XYZ):
```
20
C6H11O2P (wB97M-V/def2-TZVPD)
C 1.2819 -0.8756 0.1117
C 1.9719 0.4353 0.2629
C -1.4243 0.2973 -0.9012
C -0.0597 -1.0867 0.6936
C -1.2748 -0.9950 -0.1104
C 0.1451 1.8512 0.6819
O 1.1167 1.5137 -0.2032
O -2.5061 -1.2498 0.6102
P -1.5412 1.8305 0.1215
H 1.1441 -1.0421 -0.9094
H 1.9527 -1.5693 0.4024
H 2.2699 0.6558 1.3198
H 2.8053 0.4000 -0.5577
H -0.4953 0.3356 -1.4818
H -2.1583 0.2850 -1.6156
H -0.2774 -1.3968 1.7555
H -1.0346 -1.8169 -0.8567
H 0.3661 1.9754 1.6833
H -3.2830 -0.8901 0.1728
H -1.3202 2.6858 -1.0416
```

Values from the calculation:
**HOMO (spin up / spin down)**: -7.725 / -7.778 eV
**Total charge**: 0
**Gap between HOMO and LUMO (spin up / spin down)**: 8.11 / 8.05 eV
**Lowest unoccupied orbital energy (spin up / spin down)**: 0.39 / 0.27 eV


Record 3
Here is a structure of composition C6H11O6PS2 in a non-equilibrium geometry from OMol25. Energies are from wB97M-V/def2-TZVPD.

Structure (XYZ):
```
26
C6H11O6PS2 (wB97M-V/def2-TZVPD)
C -0.9273 -1.0163 -0.6352
C 0.6395 -1.2370 -0.8043
C -0.8895 0.8417 0.9446
C 0.6236 1.0946 0.8090
C -1.4534 0.3021 -0.3215
C 1.3090 -0.8147 0.4147
O -3.0388 -1.1873 1.1732
O 2.9600 0.5977 -0.7620
O -3.9383 0.9477 0.2267
O -3.6966 -1.0168 -1.1652
O 3.6940 -0.2419 1.3943
O 3.5031 -1.7571 -0.5630
P 1.1677 2.0114 -0.6627
S -3.2036 -0.3016 0.0242
S 3.0239 -0.5537 0.1372
H -1.2864 -1.4025 -1.6334
H -1.3202 -1.8597 -0.1094
H 0.7705 -2.2110 -1.3030
H 1.0593 -0.6367 -1.6418
H -0.8815 0.2803 1.8207
H -1.5258 1.7614 1.2417
H 1.1822 1.0722 1.7749
H -1.3102 0.9240 -1.1604
H 0.9554 -1.3795 1.3381
H 2.2596 2.5978 -0.1206
H 0.3240 3.1849 -0.4169
```

Values from the calculation:
**HOMO**: -2.233 eV
**Total charge**: -2
**Gap between HOMO and LUMO**: 7.97 eV
**Lowest unoccupied orbital energy**: 5.73 eV


Record 4
Here is an isolated molecule of C6H11OP from OMol25. Energies are from wB97M-V/def2-TZVPD.

Structure (XYZ):
```
19
C6H11OP (wB97M-V/def2-TZVPD)
C -0.9497 0.0178 -0.3141
C 1.3452 0.1847 0.2410
C 1.1346 -1.1906 -0.3892
C 0.1781 1.0107 -0.3123
C -0.3915 -1.3829 -0.3808
C -0.1236 2.2775 0.4737
O -0.8705 -2.0834 0.7511
P -2.5692 0.3852 -0.0991
H 1.2490 0.1126 1.3256
H 2.3177 0.6124 0.0011
H 1.4947 -1.1908 -1.4194
H 1.6427 -1.9854 0.1574
H 0.4052 1.2844 -1.3526
H -0.7274 -1.9042 -1.2940
H -0.3753 2.0279 1.5024
H -0.9703 2.7982 0.0301
H 0.7379 2.9420 0.4722
H -0.5108 -2.9767 0.7474
H -3.0169 -0.9393 -0.1403
```

Values from the calculation:
**SMILES string**: [H]/P=C1\[C@H](O)CC[C@@H]1C
**HOMO**: -8.992 eV
**Total charge**: 0
**Gap between HOMO and LUMO**: 9.30 eV
**Lowest unoccupied orbital energy**: 0.31 eV


Record 5
Here is an isolated molecule of C6H11P in a non-equilibrium geometry from OMol25. Energies are from wB97M-V/def2-TZVPD.

Structure (XYZ):
```
18
C6H11P (wB97M-V/def2-TZVPD)
C -2.2492 0.0145 -0.1733
C -0.7239 0.2712 0.0739
C 1.8469 -0.4438 -1.5963
C -3.6615 0.2039 -0.3046
C 1.3425 -1.3909 1.0629
C 1.6405 1.4345 0.5516
P 0.9695 -0.0999 -0.1719
H 1.8078 0.3851 -2.2980
H 1.5681 -1.3864 -2.0597
H -4.0044 -0.2708 -1.2301
H -4.1908 -0.2589 0.5345
H -3.9174 1.2681 -0.3447
H 2.3916 -1.3023 1.3344
H 0.7072 -1.2790 1.9388
H 1.1771 -2.3671 0.6139
H 1.2745 2.2874 -0.0279
H 1.2905 1.5337 1.5819
H 2.7308 1.4009 0.5147
```

Values from the calculation:
**SMILES string**: C=P(C)(C)C#CC
**HOMO (spin up / spin down)**: -7.276 / -7.269 eV
**Total charge**: 0
**Gap between HOMO and LUMO (spin up / spin down)**: 7.41 / 7.37 eV
**Lowest unoccupied orbital energy (spin up / spin down)**: 0.14 / 0.10 eV


Record 6
Here is an isolated molecule of C6H12 in a non-equilibrium geometry from OMol25. Energies are from wB97M-V/def2-TZVPD.

Structure (XYZ):
```
18
C6H12 (wB97M-V/def2-TZVPD)
C 2.0000 0.2670 -0.5887
C 0.8102 -0.6704 -0.4827
C 0.1473 -0.8079 1.1097
C -0.4978 -0.1008 -0.0155
C -0.6443 1.3957 0.2237
C -1.7617 -0.7253 -0.5684
H 2.0941 0.9850 0.2369
H 2.9329 -0.2987 -0.6617
H 1.9239 0.8594 -1.5125
H 1.0074 -1.5953 0.1908
H 0.6863 -0.2732 1.8767
H -0.3509 -1.7303 1.4311
H -0.8353 1.9380 -0.7066
H 0.2286 1.8410 0.7098
H -1.5016 1.5569 0.8890
H -1.6018 -1.7862 -0.7824
H -2.0570 -0.2352 -1.5029
H -2.5801 -0.6199 0.1535
```

Values from the calculation:
**SMILES string**: C[C@H]1CC1(C)C
**HOMO**: -7.937 eV
**Total charge**: 0
**Gap between HOMO and LUMO**: 8.97 eV
**Lowest unoccupied orbital energy**: 1.03 eV


Asked for ΔE to the lowest compared entry with this formula, charge and spin across the records above, the calculation gives 54.55 102.69 0.00 31.34 117.23 78.99 kcal per mole in order.